The following is a DFT calculation (wB97M-V/def2-TZVPD) of a cluster of 2 separate species, CH3NO2 in total at a distorted geometry.

Element x y z (Å)
O 1.2013 -0.7770 -0.4680
O -1.5702 -0.1906 -0.5375
N 1.0640 0.6833 -0.1206
C 0.3320 -0.3472 0.3821
H 0.2614 -0.7724 1.4307
H -1.8086 0.3355 0.2266
H 0.5201 1.0684 -0.9133

Values from the calculation:
Multiplicity: 1
LUMO level (alpha / beta), eV: -0.05 / -0.05
Electronic energy, eV: -6665.0913
Orbital gap (alpha / beta), eV: 10.28 / 10.28

The following is a DFT calculation (wB97M-V/def2-TZVPD) of the molecule C2H3IO2 at a distorted geometry.

Element x y z (Å)
I 2.4423 1.2337 -0.5492
O -1.0304 0.3885 -1.6168
O 0.2756 -0.6955 0.0459
C 0.6122 0.5255 0.5224
C -0.4061 -0.5692 -1.3400
H 0.7912 0.5143 1.6016
H -0.1676 -1.5611 -1.7711
H -0.1242 1.3545 0.1170

Values from the calculation:
Multiplicity: 1
LUMO level, eV: 0.10
Electronic energy, eV: -14317.0950
SMILES string: O=COCI
Orbital gap, eV: 9.50

The following is a DFT calculation (wB97M-V/def2-TZVPD) of the molecule C7H15N2O3P at a distorted geometry.

Element x y z (Å)
P 0.6184 -1.5452 -0.3356
O 1.7381 -1.4879 -1.2943
O 1.1164 -0.3118 1.1336
O 0.4135 -2.7812 0.3793
N -3.2808 -0.2698 -0.0236
N 3.0081 0.5347 0.3248
C -0.8826 -0.4784 -0.6090
C 1.7592 0.5878 0.6372
C -3.5818 0.9416 -0.7243
C 3.6365 1.6481 -0.4099
C 3.9186 -0.6059 0.4873
C -1.9722 -0.7321 0.1500
C -4.4701 -0.6396 0.7414
H 4.6947 -0.1308 1.2956
H 3.0822 2.4732 -0.8378
H -0.8437 0.0365 -1.4879
H 3.2639 -1.3452 0.8097
H 4.3225 -0.9710 -0.3754
H -5.1291 -1.2130 0.2065
H 4.4924 2.0516 0.1576
H -1.6759 -1.4674 0.8937
H -4.8599 0.3460 1.2313
H 4.2765 1.3932 -1.3269
H 1.3840 1.5483 0.4218
H -4.5710 1.1738 -0.9301
H -4.1078 -1.3909 1.4868
H -3.2620 1.7826 -0.2250
H -3.0883 0.8529 -1.7767

Values from the calculation:
Multiplicity: 1
LUMO level, eV: 0.60
Electronic energy, eV: -25912.0164
Orbital gap, eV: 8.67

The following is a DFT calculation (wB97M-V/def2-TZVPD) of a cluster of 2 separate species, C2H7NO2 in total at a distorted geometry.

Element x y z (Å)
O -2.2275 0.2714 -0.2496
O -2.2097 -1.0845 0.4907
N 0.2850 -0.0708 0.6465
C 0.5219 1.0843 0.2494
C 0.6151 -1.1237 -0.1858
H 0.8472 1.2770 -0.8169
H -2.6907 0.6172 0.5144
H 1.1584 -0.7481 -0.9943
H 1.2931 -1.7290 0.3064
H -0.2086 -1.8343 -0.5649
H 0.2546 1.9674 0.8372
H -1.2000 0.2506 -0.1909

Values from the calculation:
Multiplicity: 1
LUMO level, eV: 0.58
Electronic energy, eV: -7765.8614
Orbital gap, eV: 9.54

The following is a DFT calculation (wB97M-V/def2-TZVPD) of a cluster of 2 separate species, C5H14 in total at a distorted geometry.

Element x y z (Å)
C -1.8585 -0.0629 -0.8213
C 1.5694 -0.4434 0.4253
C -3.1413 0.2586 -1.5737
C 1.0895 1.0058 0.4886
C 2.5438 -0.7684 1.5423
H -3.9347 0.3745 -0.8257
H -1.9565 -1.1066 -0.4826
H -1.0105 -0.2362 -1.4890
H 0.3037 1.1835 -0.2327
H 3.4629 -0.1797 1.5332
H 0.7200 1.2834 1.4784
H 0.7281 -1.1417 0.4900
H -1.6476 0.5296 0.0567
H -3.4591 -0.5396 -2.2378
H -3.1437 1.2323 -2.0666
H 1.9600 1.6423 0.3145
H 2.1245 -0.6359 2.5454
H 2.8073 -1.8314 1.5373
H 2.0040 -0.6576 -0.5531

Values from the calculation:
Multiplicity: 1
LUMO level, eV: 1.14
Electronic energy, eV: -5411.7521
SMILES string: CCC.CC
Orbital gap, eV: 12.47

The following is a DFT calculation (wB97M-V/def2-TZVPD) of a cluster of 6 separate species, C24H37ClFNO14PS in total at a distorted geometry.

Element x y z (Å)
Cl 1.5165 -4.6826 2.2914
S 2.4688 -2.6194 -0.3044
P 0.8635 -3.8504 0.4028
F 3.2773 0.5754 0.8165
O 4.8672 -2.6764 -1.5489
O 0.2117 3.5678 -1.6879
O 7.2652 0.3941 1.2924
O -8.4334 5.5143 -1.9402
O 0.5795 -5.2332 -0.6684
O 1.2652 -9.0150 0.5833
O 0.8958 0.2318 0.5490
O 1.9794 -11.1711 0.8513
O 1.0928 -1.8662 -2.7180
O -3.7206 2.0504 0.2513
O -8.4598 7.7990 -2.0403
O 1.0618 2.6229 -3.5893
O -4.4348 4.2065 -0.0167
O 7.9794 -1.7620 1.5604
N 2.3308 0.0046 -1.5357
C -4.7927 5.2709 0.8635
C -5.2268 4.6016 2.1412
C -4.3624 3.3667 2.1774
C 6.0459 -2.8020 -0.6783
C 2.0909 0.2825 -0.0445
C 1.5600 -10.1259 1.3203
C 0.9073 -7.9505 1.4635
C 7.3376 -0.4456 3.4865
C 1.3376 -9.8547 2.7774
C -1.0444 3.5281 -1.0124
C 0.4732 -8.6199 2.7412
C 3.8082 -3.6490 -1.1885
C -7.0654 5.0822 -3.7791
C -2.0577 3.1953 -2.0761
C -4.1400 3.0955 0.7203
C -8.0187 6.7253 -2.4153
C -6.9217 6.5394 -3.4195
C -7.6311 4.4852 -2.5171
C -1.2707 2.3223 -3.0204
C 7.5600 -0.7168 2.0294
C 0.1236 2.8417 -2.8409
C 6.9073 1.4586 2.1726
C 6.4732 0.7892 3.4503
C 1.8558 -1.4559 -1.6902
H 0.5853 -7.9812 3.6214
H -5.5982 5.8622 0.4185
H 6.3574 -1.7385 -0.2515
H -1.2441 4.4981 -0.5479
H 6.9634 -3.1666 -1.3481
H -6.2814 4.3095 2.0672
H -2.3664 4.1115 -2.5940
H 2.3017 -9.6627 3.2564
H -5.1147 5.2402 3.0214
H -6.1287 4.6148 -4.0941
H 1.7593 0.6362 -2.1385
H 5.9089 -3.4992 0.2515
H 0.8244 -10.6897 3.2600
H 6.5853 1.4278 4.3304
H 1.7818 -7.3073 1.6075
H -4.8756 2.5318 2.6600
H 0.1018 -7.3592 1.0185
H 5.4186 0.4971 3.3762
H -6.8497 4.2088 -1.8014
H -0.5814 -8.9120 2.6672
H 6.8244 -1.2806 3.9691
H -3.3983 3.5587 2.6564
H -7.0699 7.1837 -4.2892
H 3.3359 -4.0042 -2.2230
H -7.7886 4.9753 -4.5967
H 0.6142 -4.9080 -1.6201
H -0.9964 2.7632 -0.2302
H -8.2499 3.6069 -2.7230
H -3.9182 5.9141 1.0075
H 4.1824 -4.5583 -0.5539
H 8.3017 -0.2536 3.9655
H -1.3013 1.2704 -2.7232
H -1.6066 2.4434 -4.0529
H -2.9553 2.7132 -1.6798
H 6.1018 2.0499 1.7276
H 7.7818 2.1018 2.3166
H -5.9605 6.7477 -2.9415

Values from the calculation:
Multiplicity: 1
LUMO level, eV: -5.73
Electronic energy, eV: -90995.8583
Total charge: +1
Orbital gap, eV: 5.82

The following is a DFT calculation (wB97M-V/def2-TZVPD) of a structure of composition C45H48FeN5OP2Si.

Element x y z (Å)
Fe 0.1739 0.0746 0.0431
P 0.3119 -0.5141 -2.2616
P 0.1004 -0.2913 2.3414
Si -1.4693 -1.4928 -0.0166
O 2.1894 1.0272 0.2424
N -2.8979 3.0951 0.8372
N -0.8806 4.2500 0.1480
N 1.8824 -1.1757 0.0368
N -1.0150 1.8114 -0.0780
N -2.3608 3.2880 -1.5077
C 0.7407 2.1807 3.4495
C -2.2402 1.0567 -5.7790
C -0.1828 1.1323 -4.5330
C 2.7399 -0.3991 3.4631
C -1.4603 4.3967 -1.1885
C 3.9743 -2.4434 3.7877
C 1.7199 -2.5037 2.9462
C -0.0627 -2.3056 -2.2959
C -0.7382 -4.9942 -2.2702
C -2.8417 -3.6595 3.3412
C -2.6556 -3.2398 2.0361
C -0.1426 1.0999 3.5074
C 4.2152 -1.1453 -3.5753
C -0.9932 1.6164 -5.5506
C 1.6322 -1.1065 2.9997
C 0.2296 -3.1114 -3.4004
C 2.7612 -0.0298 0.1063
C -0.7771 -2.8160 -1.2024
C -0.0980 -4.4551 -3.3821
C -1.2387 1.1810 4.3637
C -3.2533 -1.2698 -0.6385
C 4.2317 -0.2099 0.0466
C -0.1503 2.9981 0.2069
C -1.1146 -1.5695 2.7876
C 2.5998 0.9535 -2.7841
C -1.4331 2.3048 5.1558
C 0.5550 3.2965 4.2503
C 4.7146 0.1490 -3.5916
C 2.0663 -0.3373 -2.8115
C -1.9785 4.1986 1.1203
C -2.6691 -0.0057 -4.9958
C -0.6100 0.0774 -3.7328
C 2.9027 -1.3888 -3.1863
C -0.5350 3.3604 5.1080
C -1.8594 -0.4950 -3.9827
C -1.2850 -2.0020 4.1066
C -2.1536 1.8531 0.8925
C -1.6083 2.0520 -1.4298
C -1.0919 -4.1786 -1.2076
C 3.9032 1.2003 -3.1871
C 2.8795 -3.1633 3.3288
C -2.1515 -3.0420 4.3814
C -1.7760 -2.1940 1.7275
C -3.4337 3.2606 -0.5134
C 3.8958 -1.0615 3.8605
H 2.9185 -4.2440 3.2821
H -2.2479 1.2060 -1.6789
H -2.5274 5.1402 1.0850
H -2.0155 5.3340 -1.2360
H 0.6589 3.0070 -0.5265
H 1.5686 2.1704 2.7498
H -0.7942 2.1036 -2.1478
H -0.6560 4.4280 -1.9269
H 2.1390 -1.7664 -0.7542
H -0.7324 -1.5328 4.9129
H -3.6339 -0.4612 -5.1776
H -1.7524 1.7315 1.8934
H -2.8707 1.4378 -6.5710
H -0.6425 2.4332 -6.1678
H 1.2518 4.1226 4.1920
H 4.2893 2.2114 -3.1760
H -1.5640 4.0681 2.1223
H -2.2910 -3.3773 5.4009
H -1.9610 0.3770 4.4027
H 1.9873 1.7765 -2.4310
H 2.7114 0.6769 3.5458
H 5.7316 0.3372 -3.9087
H 4.7217 0.7579 -0.0114
H -3.7049 -2.2598 -0.7585
H 0.8698 -3.0876 2.6115
H 0.2754 2.8756 1.2001
H 4.5511 -0.7356 0.9515
H 4.4990 -0.8274 -0.8122
H -1.6368 -4.6086 -0.3748
H -2.2931 2.3529 5.8107
H -3.5259 -4.4704 3.5570
H 2.0181 -1.7525 0.8704
H 4.8739 -2.9570 4.0999
H -3.9955 4.1937 -0.5673
H -0.6873 4.2332 5.7288
H -3.8696 -0.7288 0.0835
H -2.8154 1.0176 0.6649
H 4.8454 -1.9732 -3.8738
H 4.7345 -0.4887 4.2352
H 2.5390 -2.4068 -3.1839
H -4.1076 2.4309 -0.7359
H 0.6916 -2.6839 -4.2824
H -3.2124 -3.7290 1.2446
H -2.1956 -1.3404 -3.3960
H -3.3404 -0.7570 -1.5984
H 0.1345 -5.0815 -4.2333
H 0.7906 1.5807 -4.3833
H -0.9886 -6.0474 -2.2515

Values from the calculation:
Multiplicity: 1
LUMO level, eV: -2.12
Electronic energy, eV: -117781.3746
Total charge: +1
Orbital gap, eV: 8.36

> The highest electronic energy belongs to which entry?

C5H14

> Which of these has the lowest electronic energy?

C45H48FeN5OP2Si